Entry 1:
{
  "formula": "C5H13NO2",
  "method": "the ωB97M-V functional and the def2-TZVPD basis",
  "symbols": ["C", "C", "C", "C", "N", "C", "O", "H", "H", "H", "H", "H", "H", "H", "H", "H", "H", "H", "O", "H", "H"],
  "positions_angstrom": [[-1.5923, -2.1027, -1.3310], [-0.4362, -2.0202, -0.2432], [-0.1919, -0.5858, 0.3946], [0.0479, 0.5007, -0.7001], [1.5324, 0.7518, -0.8472], [2.1883, 1.2852, 0.2908], [1.5647, 1.8207, 1.1759], [-1.7702, -3.2234, -1.6814], [-2.4935, -1.7952, -0.8919], [-1.2915, -1.4628, -2.2380], [0.4387, -2.3414, -0.8257], [-0.4554, -2.7114, 0.6107], [-1.0319, -0.2833, 1.0164], [0.6694, -0.4559, 1.0408], [-0.4701, 0.3046, -1.6201], [-0.2430, 1.4073, -0.0956], [1.9435, 0.1741, -1.5078], [3.3053, 1.1859, 0.3070], [-0.9794, 3.2442, 2.5052], [-0.5545, 3.2446, 1.6142], [-0.1803, 3.0629, 3.0262]],
  "atomic_forces_ev_per_a": [[2.0, -1.8, -0.5], [0.7, 0.6, -0.3], [-0.4, -0.6, -2.0], [1.3, 1.4, 3.4], [-1.6, 1.0, 2.3], [-0.5, -0.9, -2.0], [0.2, 0.1, 0.3], [0.6, 2.4, 0.6], [-1.4, 0.7, 0.3], [-0.7, -1.1, 1.3], [0.3, 0.3, 0.4], [-0.7, -0.2, -0.5], [-0.3, -0.1, -0.1], [0.1, -0.9, 0.2], [0.1, 0.4, -0.4], [-0.4, -0.5, -1.6], [1.6, -1.0, -1.0], [-0.7, 0.1, -0.3], [1.2, -0.1, -0.9], [-0.7, 0.0, 0.7], [-0.4, 0.0, 0.2]],
  "spin_multiplicity": 1,
  "gap_ev": 10.59,
  "relative_energy_kcal_mol": 40.2,
  "max_force_ev_per_a": 3.89,
  "total_energy_ha": -403.5125
}



Entry 2:
{
  "formula": "H38O19",
  "method": "the ωB97M-V functional and the def2-TZVPD basis",
  "symbols": ["O", "H", "H", "O", "H", "H", "O", "H", "H", "O", "H", "H", "O", "H", "H", "O", "H", "H", "O", "H", "H", "O", "H", "H", "O", "H", "H", "O", "H", "H", "O", "H", "H", "O", "H", "H", "O", "H", "H", "O", "H", "H", "O", "H", "H", "O", "H", "H", "O", "H", "H", "O", "H", "H", "O", "H", "H"],
  "positions_angstrom": [[-3.7920, -2.8041, 2.2017], [-3.9798, -2.3200, 1.3698], [-3.2352, -2.1421, 2.8353], [0.9726, -0.8218, 1.8182], [1.8960, -0.9265, 1.6518], [0.6818, -1.1945, 2.5005], [-1.0268, 2.3454, -3.2302], [-1.0223, 1.8467, -2.4500], [-0.2896, 2.8258, -3.3001], [4.0215, 1.7003, -0.1771], [4.5311, 2.5659, -0.2783], [3.1360, 2.0858, 0.1253], [-2.2258, -0.4540, 2.6786], [-2.2253, -0.7465, 1.8576], [-2.6976, 0.3264, 2.6344], [4.0414, -0.6284, 1.7707], [4.6383, -1.4300, 1.7292], [4.3083, -0.0720, 2.5486], [-2.3845, 4.0418, -1.4320], [-2.7943, 3.9749, -2.3771], [-2.0663, 4.8352, -1.1528], [-0.7877, -4.1069, 2.9436], [-1.6357, -4.0213, 2.9107], [-0.6734, -4.4385, 2.0706], [-0.4209, -1.9856, -0.1064], [0.2107, -2.2786, 0.6108], [-0.3460, -2.5053, -0.9319], [1.0788, 3.3871, -0.2586], [1.1407, 4.2041, -0.9643], [0.4479, 2.7753, -0.2109], [3.3812, 1.5959, 2.9860], [4.1254, 1.4275, 2.5297], [2.6521, 1.0370, 2.7307], [-0.2983, 2.8271, 3.8148], [0.5308, 2.2177, 3.6646], [-0.7610, 2.3712, 4.4616], [-3.3656, -0.7080, -0.2350], [-2.5252, -1.1801, -0.2917], [-3.7450, -0.7485, -1.0671], [0.9266, -0.0847, -2.7302], [1.3825, 0.6781, -3.2206], [0.1334, 0.1853, -2.0136], [3.3998, -2.6459, -1.8513], [4.0541, -2.4624, -2.4563], [2.5806, -2.0199, -1.9722], [-0.2653, -3.3753, -2.2465], [0.6656, -3.4695, -2.1401], [-0.5795, -2.6108, -2.9022], [-0.7741, 0.7113, -1.0634], [-0.1802, 0.2453, -0.3518], [-1.3533, -0.0588, -0.9827], [-0.5700, -0.9820, -4.4250], [-0.0413, -0.9647, -5.2101], [-0.5576, -0.7462, -3.5775], [-2.6593, 1.4242, 0.7414], [-3.3995, 2.0730, 0.5346], [-2.2592, 1.2242, -0.1138]],
  "atomic_forces_ev_per_a": [[1.7, 1.8, 1.6], [0.3, -0.1, 0.9], [-2.1, -1.8, -2.5], [2.6, 5.5, -9.2], [1.3, -0.4, 0.3], [-3.4, -5.0, 9.2], [-4.7, -1.8, -2.0], [0.3, -0.6, 1.6], [4.4, 2.8, -0.1], [-0.7, 2.9, 0.5], [-0.8, -1.8, 0.1], [1.4, -0.9, -0.6], [1.5, -0.8, 6.4], [0.2, -2.1, -6.0], [-1.4, 2.7, -0.2], [1.1, -1.1, 0.7], [-1.0, 1.5, 0.2], [-0.2, -1.7, -0.9], [-2.7, -4.6, -2.9], [1.6, 0.9, 2.8], [1.0, 3.8, 0.4], [7.7, -0.6, 0.6], [-8.7, 1.3, 0.5], [0.9, -0.6, -1.2], [0.1, 0.5, 1.2], [-1.0, 0.7, -1.3], [0.1, -0.6, 0.3], [6.1, 6.9, -1.8], [-1.3, -4.0, 2.7], [-4.8, -3.0, -0.8], [-3.8, 1.8, 3.6], [3.4, -0.4, -3.1], [0.0, -0.3, -0.5], [4.0, -0.5, -2.3], [-2.4, 1.9, 0.4], [-1.5, -1.4, 2.0], [1.2, -0.6, 2.0], [-0.1, -0.7, 0.2], [-1.3, -0.3, -2.7], [0.2, 1.3, 1.4], [-1.6, -1.5, 1.5], [3.1, 0.3, -2.6], [-4.9, 0.5, 2.3], [1.9, 1.1, -2.3], [2.8, -1.3, -0.1], [-2.9, 1.9, -1.7], [1.3, 0.3, -0.8], [1.9, -2.6, 1.4], [1.3, -2.3, 2.7], [-0.4, 1.6, -0.8], [-1.0, 0.0, -0.7], [-3.9, -3.6, -5.9], [1.0, 0.7, 0.9], [2.2, 2.5, 3.9], [-1.4, 2.3, 0.1], [1.6, -1.2, 0.3], [-0.4, 0.6, 0.5]],
  "spin_multiplicity": 1,
  "gap_ev": 10.44,
  "relative_energy_kcal_mol": 229.3,
  "max_force_ev_per_a": 11.02,
  "total_energy_ha": -1452.0743
}